1.
The following is a quantum chemistry calculation of a cluster of 3 separate species, C21H28Br2F6NO10PS in total, from the Open Molecules 2025 dataset.

```
70
Properties=species:S:1:pos:R:3:forces:R:3
O 3.659 -0.991 2.076 -0.4643 0.0853 -0.0570
C 2.597 -0.680 1.635 -1.7063 1.8842 -0.4123
N 1.334 -1.410 1.708 2.5289 -1.2199 -1.8576
C 0.844 -1.312 0.337 -1.2652 -0.1810 -0.3563
O 0.491 -2.312 -0.276 0.4271 2.3705 0.8512
C 0.972 0.220 -0.039 2.0074 -0.2080 1.3777
C 2.167 0.581 0.818 -1.6715 1.9487 -2.3952
C 2.635 1.944 0.761 -1.6357 -1.3823 -1.2301
C 1.935 2.886 -0.153 -0.8056 -1.0536 1.3024
P 2.619 4.641 -0.168 0.7711 1.2829 -1.8901
O 1.352 5.622 0.351 0.6863 -1.8805 0.5826
O 3.880 4.741 0.980 -2.2353 -0.0697 0.0750
C 0.768 2.501 -0.989 1.1542 -2.3851 1.7701
S -0.086 3.604 -2.132 -2.0238 3.1582 -0.0071
O 0.479 4.934 -2.270 1.1171 -1.9272 0.2396
O -1.522 3.724 -1.909 1.3544 -1.7260 0.1187
C 0.086 2.796 -3.837 0.7301 0.4496 -2.4593
F -1.138 2.561 -4.403 1.7088 -0.2828 1.2527
F 0.885 1.691 -3.829 -1.3444 0.8848 0.1160
F 0.693 3.695 -4.682 -0.7016 -1.0573 1.4084
C 0.241 1.099 -0.906 1.3494 0.5817 0.8084
C -1.001 0.568 -1.682 0.5746 -0.3964 -0.5624
C -2.042 -0.255 -0.846 -0.3592 -0.1371 -0.1189
C -2.804 0.470 0.302 -0.7753 -0.7681 0.0196
F -3.748 -0.468 0.785 1.0919 0.9552 -0.7402
Br -1.709 0.917 1.884 0.3380 -1.7819 -0.2992
C -3.660 1.771 -0.103 -1.3351 0.2255 0.8516
F -3.756 2.006 -1.441 0.4897 -0.4516 1.5494
F -4.966 1.580 0.344 1.6868 0.1864 -0.7588
Br -3.003 3.323 0.931 -1.1327 0.8809 -1.4921
H 1.643 -2.395 1.793 -0.7284 0.2977 0.5389
H 3.504 2.259 1.380 -0.8502 0.0169 -0.6510
H 0.591 5.069 0.620 0.3061 0.5615 0.0891
H 3.664 5.539 1.508 0.3021 -0.5199 -0.0276
H -0.586 -0.152 -2.452 -0.4173 0.6102 0.8513
H -1.516 1.354 -2.302 0.4713 -0.6749 1.0443
H -1.623 -1.204 -0.407 -0.2359 1.1595 -0.4152
H -2.829 -0.611 -1.575 0.6568 0.5214 0.7892
C 5.172 -0.618 -5.053 0.1243 -0.0491 -0.1006
O 5.750 -1.547 -4.148 -0.2013 0.1893 0.1581
C 6.083 -0.963 -2.894 0.0010 -0.4184 -0.0484
C 5.000 -1.200 -1.850 0.0782 0.4512 0.0216
O 3.774 -0.570 -2.207 0.4083 0.1030 0.0246
C 2.868 -1.450 -2.828 -0.4360 -0.1594 0.0869
H 4.638 -1.179 -5.820 0.0751 -0.0476 0.0258
H 4.468 0.057 -4.563 0.0233 -0.0249 0.0483
H 5.961 -0.031 -5.532 -0.0494 0.0881 -0.0371
H 6.290 0.105 -3.013 -0.0991 0.0124 0.0563
H 7.005 -1.445 -2.553 -0.0237 0.0326 0.0194
H 5.327 -0.753 -0.906 0.0096 -0.0344 0.0044
H 4.846 -2.270 -1.679 0.0266 -0.0041 -0.0959
H 2.347 -2.025 -2.055 -0.0773 -0.1677 -0.1940
H 3.351 -2.133 -3.531 0.0458 0.0559 0.0439
H 2.135 -0.852 -3.373 0.0171 0.0197 0.0443
C -6.066 -3.888 5.137 -0.1444 -0.0410 -0.0634
O -6.040 -3.224 3.884 0.2016 0.1019 0.1924
C -5.822 -1.823 4.004 0.0527 -0.1496 -0.3777
C -4.359 -1.454 3.800 -0.0917 0.1098 0.4149
O -3.525 -2.017 4.808 -0.1665 -0.1928 -0.1817
C -2.914 -3.230 4.397 0.1709 0.0926 0.0587
H -5.884 -4.948 4.964 -0.0486 0.0319 -0.0678
H -5.304 -3.512 5.823 0.0055 0.0411 -0.0467
H -7.053 -3.770 5.596 0.0102 -0.0219 0.1064
H -6.189 -1.460 4.969 0.1019 0.0026 0.0249
H -6.414 -1.340 3.219 0.0252 0.0167 0.0269
H -4.262 -0.366 3.877 -0.0011 -0.0075 -0.0520
H -4.013 -1.750 2.806 -0.0771 -0.0605 0.0330
H -2.029 -3.010 3.789 -0.0130 -0.0895 -0.0440
H -3.592 -3.870 3.828 -0.0234 0.0805 0.0178
H -2.598 -3.768 5.292 0.0107 0.0815 -0.0052
```
Positions in Å, forces in eV/Å.

Values from the calculation:
Multiplicity: 1
Lowest unoccupied orbital energy in Ha: -0.0665
Gap between HOMO and LUMO in Ha: 0.2630
HOMO in Eh: -0.329


2.
The following is a quantum chemistry calculation of a structure of composition C21H28Br51N4OSi, from the Open Molecules 2025 dataset.

```
106
Properties=species:S:1:pos:R:3:forces:R:3
C 1.660 0.064 5.545 -1.0035 -0.1504 -0.1474
Si 1.117 1.108 4.109 1.5008 -0.0941 0.7312
C 2.173 0.667 2.682 -0.9625 -0.1091 -0.5209
C 1.121 2.870 4.641 -0.4450 0.1855 -0.1257
N -0.628 0.487 3.672 -0.6658 0.1043 -0.4643
N -1.004 0.325 2.437 -0.0378 -0.0112 0.0693
N -2.240 -0.153 2.392 0.3094 0.1693 0.1025
C -2.644 -0.292 3.646 0.0934 -0.0662 -0.0044
N -1.657 0.107 4.439 0.2311 0.3563 0.1921
O -1.564 0.122 5.786 0.0608 -0.1583 -0.0850
H 1.161 0.350 6.468 0.2164 0.0923 0.2083
H 2.740 0.148 5.629 0.1192 0.0089 0.0934
H 1.379 -0.971 5.354 0.2320 -0.1757 0.0171
H 3.209 0.866 2.939 0.1315 -0.0119 0.1003
H 2.028 -0.388 2.455 0.2525 -0.1671 0.0742
H 1.905 1.207 1.779 0.1797 0.1454 -0.1045
H 2.097 3.010 5.108 0.1209 -0.0526 0.0599
H 0.373 3.110 5.394 -0.0574 -0.0011 0.0951
H 1.040 3.588 3.832 -0.0406 0.0445 -0.1000
H -3.566 -0.703 4.033 0.2327 0.1976 -0.3448
H -2.065 0.894 6.095 -0.0338 0.0697 0.0055
C 5.841 0.428 1.481 -0.5445 -0.1881 0.9192
Br 5.203 2.234 1.315 -0.2341 0.1397 0.1904
Br 6.023 -0.083 3.325 -0.1436 -0.0177 0.0475
Br 4.734 -0.808 0.508 0.0004 -0.0243 -0.0388
H 6.825 0.393 1.033 -0.6316 -0.2382 0.7622
C 0.954 4.541 -0.039 0.0645 -0.0345 0.0102
Br 1.871 3.634 -1.452 -0.0381 0.0411 0.1913
Br 0.105 3.290 1.166 -0.2066 0.0468 -0.1776
Br 2.104 5.742 0.921 0.0284 0.0203 0.0305
H 0.167 5.133 -0.484 -0.0778 -0.0225 0.0273
C -3.797 -3.496 6.681 0.1738 0.0387 -0.0698
Br -2.503 -4.423 5.619 0.0912 -0.0796 0.0579
Br -4.571 -2.053 5.639 -0.5768 -0.2245 0.4554
Br -5.136 -4.647 7.403 -0.0757 -0.0682 -0.0081
H -3.277 -3.033 7.506 -0.0240 0.0308 0.0245
C -8.790 -4.300 5.920 -0.0056 -0.0028 -0.0048
Br -9.815 -3.008 6.902 -0.0255 0.0382 0.0203
Br -9.379 -6.092 6.270 0.0083 -0.0281 0.0067
Br -8.769 -3.912 4.038 0.0121 0.0130 -0.0572
H -7.771 -4.225 6.265 0.0680 0.0049 0.0210
C 1.266 -3.983 3.875 0.0105 -0.0962 0.1209
Br 0.400 -5.681 4.101 0.0504 -0.0021 -0.1329
Br 2.766 -4.082 2.693 0.0817 0.0370 -0.0712
Br 0.011 -2.640 3.268 0.0355 -0.2017 -0.1162
H 1.639 -3.672 4.840 -0.0541 0.0629 0.0340
C -3.131 5.932 -1.758 -0.0797 0.0235 0.0079
Br -2.998 4.120 -1.142 0.0700 -0.0531 0.0068
Br -1.830 7.070 -0.912 0.0468 0.0246 0.0123
Br -3.017 6.035 -3.670 0.0218 0.0211 -0.0926
H -4.105 6.305 -1.476 -0.0219 -0.0089 0.0210
C 1.575 3.401 -5.565 -0.0429 0.0419 -0.0311
Br 0.239 4.522 -4.759 -0.1199 0.0183 -0.0056
Br 3.176 3.317 -4.502 0.1479 -0.0429 -0.1769
Br 0.894 1.647 -5.947 -0.0623 -0.0421 -0.0191
H 1.837 3.858 -6.508 0.0605 -0.0126 -0.0188
C 9.092 0.984 0.178 0.2080 0.0356 -0.0598
Br 9.454 2.581 1.171 -0.0913 0.0958 0.0575
Br 9.120 -0.561 1.323 0.1920 -0.1582 0.0060
Br 7.435 1.108 -0.792 1.1251 0.4490 -2.0349
H 9.881 0.864 -0.550 0.0072 -0.0235 -0.0055
C -5.374 3.035 -4.923 0.1323 0.0375 -0.1011
Br -3.599 2.315 -5.021 0.1435 -0.0509 0.0639
Br -6.422 2.436 -6.414 -0.1596 -0.0785 -0.1152
Br -6.222 2.638 -3.247 -0.0397 -0.0527 0.0410
H -5.290 4.110 -4.997 -0.0202 0.0249 0.0203
C 8.483 -0.727 6.837 0.0223 0.0602 -0.0536
Br 6.671 -1.269 6.474 -0.1639 -0.1526 0.1678
Br 9.093 0.474 5.477 0.0807 0.1133 0.0358
Br 8.672 0.012 8.597 -0.0280 0.0069 0.0165
H 9.093 -1.617 6.792 0.0029 -0.0256 -0.0004
C 3.226 -7.037 -0.058 0.0139 0.0225 0.0172
Br 4.506 -7.997 -1.114 0.0388 -0.0281 -0.0357
Br 2.312 -5.701 -1.094 -0.0280 0.0528 -0.0140
Br 1.990 -8.226 0.806 -0.0500 -0.0333 0.0554
H 3.771 -6.523 0.720 -0.0035 0.0086 0.0284
C -6.466 -1.562 -4.880 0.0074 0.0122 -0.0316
Br -4.657 -2.206 -4.942 0.0751 0.0198 -0.0014
Br -7.454 -2.136 -6.422 -0.0499 0.0403 -0.0690
Br -7.351 -2.064 -3.251 -0.0037 0.0031 0.0528
H -6.424 -0.484 -4.907 -0.0086 0.0801 0.0142
C 12.993 1.347 3.441 -0.0694 -0.0121 -0.0076
Br 11.954 2.766 4.218 -0.0196 0.0557 0.0654
Br 12.262 -0.374 3.862 0.1053 -0.1407 0.0348
Br 13.166 1.562 1.545 0.1235 0.0434 -0.1554
H 13.981 1.398 3.873 0.0288 0.0069 -0.0068
C -5.091 -0.635 -9.181 -0.0572 0.0728 -0.0100
Br -3.411 0.292 -9.214 0.1269 -0.0363 0.1148
Br -6.306 0.168 -10.437 -0.0838 -0.0468 0.0387
Br -4.906 -2.519 -9.489 0.0751 -0.0406 0.0054
H -5.503 -0.510 -8.189 -0.0675 -0.0222 0.0028
C -3.045 -8.548 4.116 -0.0329 -0.0334 0.0012
Br -3.844 -10.283 4.274 -0.0163 -0.0551 0.0118
Br -1.487 -8.591 2.986 0.0320 0.0228 0.0006
Br -4.316 -7.242 3.505 -0.0257 0.0411 -0.0109
H -2.721 -8.252 5.103 0.0112 0.0314 0.0108
C -1.701 3.724 -11.276 0.0123 0.0416 -0.0312
Br -0.856 2.946 -9.729 -0.0090 -0.0399 0.0329
Br -2.718 2.434 -12.268 -0.0423 -0.0082 -0.0368
Br -2.770 5.247 -10.801 0.0048 0.0471 0.0125
H -0.911 4.075 -11.923 0.0266 0.0067 -0.0023
C -6.625 4.133 -12.282 0.1508 -0.0398 -0.0595
Br -7.423 5.806 -12.777 -0.0383 0.0460 -0.0093
Br -6.400 3.979 -10.386 -0.0607 0.0377 0.1690
Br -7.595 2.638 -13.005 -0.0344 -0.0264 -0.0110
H -5.635 4.108 -12.716 0.0160 -0.0016 -0.0131
```
Positions in Å, forces in eV/Å.

Values from the calculation:
Multiplicity: 1
Lowest unoccupied orbital energy in Ha: -0.1340
Gap between HOMO and LUMO in Ha: 0.2671
HOMO in Eh: -0.401
Charge: +1


3.
The following is a quantum chemistry calculation of a structure of composition C21H28BrFeN4O3, from the Open Molecules 2025 dataset.

```
58
Properties=species:S:1:pos:R:3:forces:R:3
Fe -0.798 0.016 -0.636 0.0483 0.0589 -0.0907
C 4.199 2.930 -6.493 0.0040 0.0010 -0.0025
C 4.749 2.413 -5.156 -0.0021 0.0113 -0.0038
C 5.575 3.524 -4.490 -0.0043 -0.0043 -0.0049
C 5.683 1.239 -5.449 -0.0049 -0.0078 0.0010
C 3.593 2.012 -4.241 -0.0069 -0.0031 0.0070
C 3.429 0.731 -3.743 -0.0306 -0.0176 0.0272
C 2.358 0.435 -2.913 0.0442 0.0501 -0.0311
Br 2.190 -1.344 -2.270 -0.0084 0.0086 0.0138
C 1.390 1.377 -2.523 0.0189 -0.0522 0.0016
O 0.397 1.069 -1.746 -0.0205 0.0948 -0.0198
C 1.560 2.699 -3.041 -0.0394 -0.0401 0.0356
C 2.638 2.963 -3.869 0.0395 0.0035 -0.0034
C 0.552 3.794 -2.678 -0.0123 -0.0056 -0.0007
C 0.908 5.133 -3.330 -0.0157 0.0423 0.0025
C 0.532 4.021 -1.158 0.0257 0.0099 -0.0265
C -0.853 3.405 -3.167 0.0423 0.0161 0.0150
H 5.017 3.227 -7.157 -0.0071 -0.0028 0.0071
H 3.550 3.796 -6.347 0.0048 -0.0096 -0.0016
H 3.613 2.154 -6.990 0.0033 0.0065 0.0021
H 6.404 3.827 -5.138 -0.0065 -0.0008 0.0069
H 5.986 3.176 -3.541 -0.0004 0.0043 -0.0052
H 4.964 4.405 -4.287 0.0063 -0.0070 -0.0018
H 6.493 1.569 -6.104 -0.0009 -0.0029 0.0035
H 5.156 0.424 -5.950 0.0060 0.0083 0.0070
H 6.130 0.846 -4.533 -0.0023 0.0010 -0.0120
H 4.121 -0.064 -3.984 -0.0086 0.0096 0.0034
H 2.754 3.969 -4.253 0.0045 -0.0402 0.0067
H 1.886 5.495 -3.005 -0.0155 0.0144 -0.0047
H 0.162 5.876 -3.039 0.0023 0.0025 -0.0033
H 0.906 5.068 -4.421 -0.0001 0.0034 0.0151
H 1.524 4.317 -0.805 -0.0132 -0.0048 -0.0112
H 0.233 3.120 -0.629 -0.0026 -0.0369 0.0103
H -0.170 4.823 -0.913 -0.0013 -0.0161 0.0002
H -0.861 3.316 -4.257 -0.0057 -0.0106 0.0173
H -1.576 4.174 -2.880 0.0183 0.0083 -0.0109
H -1.167 2.459 -2.734 -0.0153 -0.0397 -0.0004
N -4.266 -1.896 1.430 0.0435 0.0479 0.0372
C -3.351 -1.008 0.920 -0.0249 -0.0278 0.0090
O -2.282 -0.825 1.475 0.0585 -0.0583 0.0087
C -3.770 -0.279 -0.335 -0.0282 0.0376 -0.0465
C -2.733 0.736 -0.799 -0.1314 -0.0078 -0.0326
H -3.918 -2.541 2.120 0.0050 -0.0055 -0.0067
H -5.007 -2.217 0.833 0.0020 -0.0022 -0.0132
H -4.767 0.143 -0.142 -0.0225 -0.0214 -0.0058
H -3.908 -1.053 -1.099 0.0169 0.0086 -0.0045
H -2.834 1.664 -0.223 0.0214 -0.0100 0.0417
H -2.943 1.000 -1.840 0.0284 0.0076 -0.0103
N 1.786 -1.909 2.151 0.0549 -0.0361 0.0458
C 0.885 -1.710 1.148 -0.1347 0.0663 -0.0649
O 0.605 -0.536 0.821 0.0583 -0.0521 0.0025
C 0.288 -2.853 0.533 0.1497 -0.0009 -0.0134
C 0.629 -4.166 0.918 -0.2663 0.0146 -0.0938
N 0.898 -5.237 1.264 0.1205 0.0392 0.0291
C -0.604 -2.594 -0.520 0.0355 -0.0969 0.1125
N -1.324 -2.308 -1.386 -0.0238 0.0426 0.0441
H 2.194 -2.821 2.267 0.0032 0.0079 0.0088
H 2.341 -1.107 2.394 -0.0097 -0.0058 0.0036
```
Positions in Å, forces in eV/Å.

Values from the calculation:
Multiplicity: 5
Lowest unoccupied orbital energy (alpha / beta) in Ha: 0.0957 / 0.0957
Gap between HOMO and LUMO (alpha / beta) in Ha: 0.2650 / 0.2710
HOMO (alpha / beta) in Eh: -0.169 / -0.175
Expectation value of S²: 6.01
Energy relative to the best compared isomer or geometry (same formula, charge and spin) in eV: 0.017
Charge: -1